Record 1
{
  "formula": "C6H5NO2",
  "method": "ωB97M-V/def2-TZVPD",
  "symbols": ["C", "C", "N", "C", "O", "C", "C", "C", "O", "H", "H", "H", "H", "H"],
  "xyz": [[3.313, 0.002, 0.000], [2.115, 0.001, 0.000], [0.776, 0.001, 0.000], [-0.034, -1.113, 0.000], [0.545, -2.345, 0.000], [-1.334, -0.713, 0.000], [-1.335, 0.712, 0.000], [-0.036, 1.113, 0.000], [0.542, 2.346, 0.000], [4.360, 0.002, 0.000], [-0.153, -3.009, 0.000], [-2.199, -1.346, 0.000], [-2.201, 1.344, 0.000], [-0.157, 3.009, 0.000]],
  "spin_multiplicity": 1,
  "de_lowest_ev": 3.453,
  "orbital_gap_ev": 8.28
}

Record 2
{
  "formula": "C6H5NO3",
  "method": "ωB97M-V/def2-TZVPD",
  "symbols": ["O", "N", "O", "C", "C", "C", "C", "C", "C", "O", "H", "H", "H", "H", "H"],
  "xyz": [[1.528, -1.867, 2.769], [1.051, -0.791, 2.233], [1.729, 0.078, 1.769], [-0.359, -0.836, 2.136], [-0.895, -0.279, 1.049], [-0.416, 0.086, -0.340], [-1.100, 0.726, -1.463], [-0.172, 0.951, -2.365], [1.072, 0.542, -1.943], [0.834, -0.168, -0.774], [-0.930, -1.091, 3.075], [-1.935, -0.346, 0.995], [-2.136, 1.154, -1.491], [-0.235, 1.466, -3.268], [1.965, 0.376, -2.380]],
  "spin_multiplicity": 1,
  "de_lowest_ev": 6.144,
  "orbital_gap_ev": 7.87
}

Record 3
{
  "formula": "C6H5NO5",
  "method": "ωB97M-V/def2-TZVPD",
  "symbols": ["O", "C", "C", "O", "C", "C", "O", "C", "C", "O", "N", "O", "H", "H", "H", "H", "H"],
  "xyz": [[2.381, 1.907, 0.163], [2.293, 0.714, 0.122], [1.541, 0.029, -1.013], [1.623, -1.350, -0.991], [0.374, -0.881, -0.786], [-0.097, -0.888, 0.676], [-1.433, -1.363, 1.076], [-1.204, 0.040, 1.122], [-1.827, 1.083, -0.013], [-1.664, 2.279, 0.168], [-2.685, 0.299, -0.541], [-2.720, -0.879, -0.862], [2.664, 0.092, 0.948], [1.541, 0.533, -1.963], [-0.412, -0.990, -1.551], [0.735, -1.273, 1.468], [-1.110, 0.647, 1.978]],
  "spin_multiplicity": 1,
  "de_lowest_ev": 6.105,
  "orbital_gap_ev": [7.69, 7.87]
}

Record 4
{
  "formula": "C6H5O6Rh",
  "method": "ωB97M-V/def2-TZVPD",
  "symbols": ["O", "C", "Rh", "C", "O", "C", "O", "C", "O", "C", "O", "H", "C", "O", "H", "H", "H", "H"],
  "xyz": [[-4.025, -0.208, -3.842], [-3.255, 0.405, -3.266], [0.910, 0.495, -0.477], [1.075, -0.436, 1.165], [1.070, -1.160, 2.068], [3.833, 1.252, 1.621], [4.837, 1.404, 1.106], [-0.039, 2.009, 0.283], [-0.618, 2.876, 0.792], [1.799, -0.808, -1.588], [2.156, -1.510, -2.426], [-0.306, 0.098, -0.980], [-2.115, -1.876, 0.458], [-2.028, -0.655, 1.186], [-1.178, -2.441, 0.546], [-2.295, -1.709, -0.618], [-2.924, -2.504, 0.858], [-2.494, 0.031, 0.673]],
  "total_charge": 2,
  "spin_multiplicity": 5,
  "de_lowest_ev": 2.554,
  "orbital_gap_ev": [8.24, 4.69]
}

Record 5
{
  "formula": "C6H6",
  "method": "ωB97M-V/def2-TZVPD",
  "symbols": ["C", "C", "C", "C", "C", "C", "H", "H", "H", "H", "H", "H"],
  "xyz": [[1.561, 2.542, 1.296], [1.253, 1.392, 1.364], [0.552, 0.145, 1.256], [-0.169, -0.238, 0.153], [-0.575, -0.745, -0.914], [-1.283, -1.502, -1.895], [2.206, 3.392, 1.600], [1.300, -0.398, 1.771], [-0.418, 0.290, 1.865], [-2.462, -1.582, -1.843], [-0.877, -2.535, -1.811], [-1.086, -0.760, -2.842]],
  "spin_multiplicity": 1,
  "de_lowest_ev": 5.840,
  "orbital_gap_ev": 9.90
}

Record 6
{
  "formula": "C6H6",
  "method": "ωB97M-V/def2-TZVPD",
  "symbols": ["C", "C", "C", "C", "C", "C", "H", "H", "H", "H", "H", "H"],
  "xyz": [[-0.847, -0.740, -2.519], [-0.375, 0.263, -2.054], [0.189, 1.323, -1.204], [0.292, 0.701, 0.121], [0.250, -0.031, 1.076], [0.258, -0.798, 2.315], [-1.268, -1.629, -2.929], [1.167, 1.662, -1.569], [-0.467, 2.202, -1.179], [-0.709, -0.723, 2.821], [0.482, -1.858, 2.157], [1.028, -0.373, 2.963]],
  "spin_multiplicity": 1,
  "de_lowest_ev": 3.806,
  "orbital_gap_ev": 10.36
}

Values for total energy, hartree, ordered as above
-436.7690 -511.9134 -662.3138 -792.6173 -232.0117 -232.0864